1.
{
  "formula": "C5H11ClIrNSSc",
  "method": "ωB97M-V/def2-TZVPD",
  "charge": -1,
  "total_energy_ha": -1975.1807,
  "multiplicity": 5,
  "homo_energy_ha": [-0.0749, -0.1951],
  "largest_force_ev_per_a": 3.10,
  "elements": ["Ir", "Sc", "Cl", "S", "N", "C", "C", "C", "C", "C", "H", "H", "H", "H", "H", "H", "H", "H", "H", "H", "H"],
  "coordinates": [[0.439, 1.782, -1.611], [-0.342, -0.093, 0.342], [0.488, 4.116, -1.927], [-1.960, -2.163, 0.143], [-2.409, 0.463, 1.013], [-2.445, -0.706, 0.671], [-0.792, 1.516, -3.156], [0.578, -0.357, -1.605], [1.261, -0.692, 1.728], [2.385, 1.724, -2.131], [2.377, 1.382, -3.184], [2.042, -1.359, 1.334], [-1.358, 2.443, -3.345], [0.072, -0.783, -2.494], [1.603, -0.772, -1.451], [2.898, 0.987, -1.490], [-1.434, 0.648, -2.948], [0.801, -1.177, 2.602], [1.755, 0.229, 2.079], [2.817, 2.742, -2.068], [-0.131, 1.308, -4.017]],
  "forces_ev_per_angstrom": [[0.22, -0.54, 0.56], [0.56, -0.80, 0.92], [-0.08, 0.04, 0.17], [0.13, -0.62, -0.24], [-0.76, -1.92, -0.48], [-0.79, 2.80, 1.06], [-1.79, -0.22, -0.93], [1.19, 1.36, -2.12], [0.21, 0.15, 0.29], [1.57, 0.23, 0.33], [0.07, 0.01, 0.42], [-0.18, 0.10, 0.07], [0.06, -0.46, -0.13], [0.29, -0.09, 0.60], [-0.83, -0.07, 0.10], [0.22, 0.37, -0.45], [-0.16, 0.34, -0.49], [0.16, 0.01, 0.00], [0.07, -0.11, 0.11], [0.01, -0.68, -0.03], [-0.18, 0.07, 0.24]],
  "mulliken_charge": [1.355, -0.008, -0.571, -0.392, -0.518, 0.550, -1.308, -1.161, -1.126, -1.252, 0.343, 0.218, 0.304, 0.453, 0.292, 0.269, 0.265, 0.313, 0.294, 0.307, 0.376]
}



2.
{
  "formula": "C5H11ClN",
  "method": "ωB97M-V/def2-TZVPD",
  "charge": 1,
  "total_energy_ha": -711.5836,
  "e_above_lowest_kcal_mol": 30.2,
  "multiplicity": 3,
  "homo_energy_ha": [-0.4129, -0.4695],
  "largest_force_ev_per_a": 4.97,
  "elements": ["Cl", "N", "C", "C", "C", "C", "C", "H", "H", "H", "H", "H", "H", "H", "H", "H", "H", "H"],
  "coordinates": [[1.171, 1.879, -0.354], [-1.877, 1.548, 0.269], [0.956, 0.276, 0.026], [-2.048, -0.770, -0.481], [-1.422, 0.154, 0.511], [3.209, -0.777, -0.226], [1.793, -0.687, 0.247], [-1.975, 1.808, -0.706], [-2.838, 1.784, 0.687], [3.483, 0.149, -0.741], [3.850, -0.809, 0.692], [3.407, -1.835, -0.658], [-1.265, 2.321, 0.609], [-3.080, -0.751, -0.492], [-1.878, -1.857, -0.099], [1.444, -1.590, 0.605], [-1.594, -0.756, -1.421], [-1.337, -0.085, 1.534]],
  "forces_ev_per_angstrom": [[0.09, 0.87, -0.39], [-1.12, 1.93, 1.32], [1.28, 0.20, 0.26], [2.52, -2.94, 3.10], [-3.31, 0.36, -1.51], [1.00, -1.15, 1.18], [1.12, 0.31, -1.35], [0.04, -0.56, -0.65], [1.30, -0.65, -0.47], [0.24, -0.76, -0.56], [-0.40, 0.14, -0.50], [-0.29, 2.19, -0.07], [0.00, -0.91, 0.23], [-2.44, 0.64, -0.36], [0.02, 1.77, -0.59], [-1.04, -1.77, 1.10], [0.53, 0.38, -1.73], [0.44, -0.05, 0.98]],
  "mulliken_charge": [-0.205, -0.364, 0.097, -1.175, -0.332, -0.991, -0.075, 0.356, 0.383, 0.308, 0.303, 0.282, 0.342, 0.477, 0.317, 0.366, 0.398, 0.513]
}



3.
{
  "formula": "C5H11ClNO",
  "method": "ωB97M-V/def2-TZVPD",
  "charge": 1,
  "total_energy_ha": -786.9432,
  "e_above_lowest_kcal_mol": 71.8,
  "smiles": "C[N@H+]1CCO[C@@H](Cl)C1",
  "homo_energy_ha": -0.5362,
  "largest_force_ev_per_a": 3.36,
  "elements": ["Cl", "O", "N", "C", "C", "C", "C", "C", "H", "H", "H", "H", "H", "H", "H", "H", "H", "H", "H"],
  "coordinates": [[2.425, 1.152, 0.610], [1.295, 0.180, -1.778], [-0.761, -0.568, 0.189], [0.167, 1.116, -1.653], [1.799, -0.227, -0.457], [-0.854, 0.818, -0.407], [0.630, -1.159, 0.234], [-1.205, -0.425, 1.660], [2.729, -0.946, -0.659], [-1.012, -1.424, 2.248], [-0.501, 0.398, 2.162], [-2.298, -0.015, 1.740], [-1.962, 0.920, -0.840], [0.585, -2.156, -0.423], [-0.424, 1.228, -2.678], [0.652, 2.186, -1.435], [-0.772, 1.695, 0.399], [-1.461, -1.252, -0.228], [0.967, -1.521, 1.316]],
  "forces_ev_per_angstrom": [[-0.89, -1.14, -0.91], [-0.74, 0.30, 2.50], [-0.59, 0.06, 2.16], [0.25, 1.88, 0.02], [-0.28, -1.76, -1.22], [-1.56, 2.24, -1.87], [2.52, -2.08, -0.77], [0.16, 0.91, 2.19], [-2.17, 1.77, 0.44], [-0.75, 1.91, -1.41], [-1.46, -1.90, -1.26], [2.05, -1.09, -0.34], [2.42, -0.28, 1.01], [0.23, 2.30, 1.32], [1.53, -0.78, 2.23], [-1.21, -2.26, -0.44], [0.15, -2.48, -1.52], [1.36, 1.22, 0.18], [-1.01, 1.17, -2.29]],
  "mulliken_charge": [-0.127, -0.362, 0.051, -0.386, -0.034, -0.530, -0.530, -0.916, 0.387, 0.350, 0.403, 0.338, 0.345, 0.299, 0.341, 0.291, 0.306, 0.441, 0.332]
}



4.
{
  "formula": "C5H11CuNO2",
  "method": "ωB97M-V/def2-TZVPD",
  "charge": 1,
  "total_energy_ha": -2042.3533,
  "homo_energy_ha": -0.5007,
  "largest_force_ev_per_a": 8.31,
  "elements": ["Cu", "O", "O", "N", "C", "C", "C", "C", "C", "H", "H", "H", "H", "H", "H", "H", "H", "H", "H", "H"],
  "coordinates": [[1.448, 2.018, -1.972], [-2.142, 0.989, 0.258], [-1.263, 0.596, -1.962], [-0.651, -1.132, -0.354], [0.622, -0.910, 0.432], [1.475, 0.427, 0.019], [3.098, 0.033, 0.101], [-1.376, 0.155, -0.682], [-3.419, 0.229, 0.439], [1.246, -1.916, 0.360], [-3.276, -0.451, 1.404], [3.279, -1.102, 0.339], [3.610, 0.769, 0.855], [3.623, 0.224, -0.955], [-1.308, -1.644, 0.309], [-3.533, -0.494, -0.496], [1.307, 0.810, -1.074], [0.362, -0.796, 1.591], [1.251, 1.247, 0.852], [-4.352, 0.948, 0.536]],
  "forces_ev_per_angstrom": [[-0.39, 0.97, -0.75], [0.88, -3.30, -2.33], [-0.19, -2.22, 8.00], [-2.22, 1.99, 1.51], [0.26, -0.05, 1.17], [1.73, -0.95, 2.26], [0.32, 0.76, -0.80], [0.82, 2.95, -5.83], [-0.56, -1.51, 0.41], [-1.18, 2.35, -0.21], [-0.62, 1.55, -1.97], [-0.44, 2.46, -0.21], [-0.85, -1.77, -1.33], [-1.17, -0.44, 2.26], [1.06, 0.61, -1.07], [-0.21, 1.61, 1.95], [-0.59, -2.05, 1.87], [0.72, -0.01, -2.44], [0.33, -1.55, -2.26], [2.30, -1.41, -0.24]],
  "mulliken_charge": [0.536, -0.263, -0.532, -0.242, -0.560, -0.157, -0.795, 0.289, -0.608, 0.351, 0.237, 0.308, 0.261, 0.248, 0.334, 0.352, 0.167, 0.263, 0.538, 0.272]
}



5.
{
  "formula": "C5H11FN2",
  "method": "ωB97M-V/def2-TZVPD",
  "total_energy_ha": -406.4131,
  "e_above_lowest_kcal_mol": 44.0,
  "smiles": "NC[C@@H](CF)N1CC1",
  "homo_energy_ha": -0.3347,
  "largest_force_ev_per_a": 3.34,
  "elements": ["F", "N", "N", "C", "C", "C", "C", "C", "H", "H", "H", "H", "H", "H", "H", "H", "H", "H", "H"],
  "coordinates": [[1.797, 0.217, -1.193], [-0.914, -0.630, -1.844], [-0.284, 0.820, 0.472], [-0.086, 1.421, 1.763], [1.587, -0.622, -0.130], [0.176, -0.555, 0.420], [-1.453, 0.974, 1.359], [-0.819, -1.325, -0.600], [1.783, -1.646, -0.565], [0.170, -1.069, 1.391], [-1.842, -1.466, -0.152], [0.339, 2.449, 1.727], [-1.752, 0.033, 1.852], [0.397, 0.756, 2.465], [-2.159, 1.679, 0.932], [-1.663, -1.068, -2.374], [-0.450, -2.342, -0.813], [-1.294, 0.328, -1.647], [2.253, -0.290, 0.656]],
  "forces_ev_per_angstrom": [[-0.06, 0.62, -0.32], [-1.00, 1.70, -0.61], [-0.26, -0.73, 0.49], [0.73, 1.01, -0.14], [0.00, -0.96, -0.52], [-1.49, -1.10, -2.78], [0.85, 0.00, -0.31], [0.09, -0.38, 1.82], [0.07, 0.82, 1.11], [-0.11, 0.03, 0.05], [0.84, 0.15, 0.23], [-0.85, -0.74, 0.28], [-0.40, 0.78, -0.29], [0.12, 0.16, 0.41], [-0.24, -0.24, 0.55], [0.22, -0.04, -0.19], [0.11, 0.31, 0.33], [0.78, -1.02, -0.29], [0.59, -0.34, 0.18]],
  "mulliken_charge": [-0.285, -0.555, -0.416, -0.410, -0.552, 0.227, -0.389, -0.822, 0.264, 0.421, 0.314, 0.238, 0.250, 0.226, 0.275, 0.257, 0.411, 0.246, 0.298]
}



Repeat the second record exactly.
{
  "formula": "C5H11ClN",
  "method": "ωB97M-V/def2-TZVPD",
  "charge": 1,
  "total_energy_ha": -711.5836,
  "e_above_lowest_kcal_mol": 30.2,
  "multiplicity": 3,
  "homo_energy_ha": [-0.4129, -0.4695],
  "largest_force_ev_per_a": 4.97,
  "elements": ["Cl", "N", "C", "C", "C", "C", "C", "H", "H", "H", "H", "H", "H", "H", "H", "H", "H", "H"],
  "coordinates": [[1.171, 1.879, -0.354], [-1.877, 1.548, 0.269], [0.956, 0.276, 0.026], [-2.048, -0.770, -0.481], [-1.422, 0.154, 0.511], [3.209, -0.777, -0.226], [1.793, -0.687, 0.247], [-1.975, 1.808, -0.706], [-2.838, 1.784, 0.687], [3.483, 0.149, -0.741], [3.850, -0.809, 0.692], [3.407, -1.835, -0.658], [-1.265, 2.321, 0.609], [-3.080, -0.751, -0.492], [-1.878, -1.857, -0.099], [1.444, -1.590, 0.605], [-1.594, -0.756, -1.421], [-1.337, -0.085, 1.534]],
  "forces_ev_per_angstrom": [[0.09, 0.87, -0.39], [-1.12, 1.93, 1.32], [1.28, 0.20, 0.26], [2.52, -2.94, 3.10], [-3.31, 0.36, -1.51], [1.00, -1.15, 1.18], [1.12, 0.31, -1.35], [0.04, -0.56, -0.65], [1.30, -0.65, -0.47], [0.24, -0.76, -0.56], [-0.40, 0.14, -0.50], [-0.29, 2.19, -0.07], [0.00, -0.91, 0.23], [-2.44, 0.64, -0.36], [0.02, 1.77, -0.59], [-1.04, -1.77, 1.10], [0.53, 0.38, -1.73], [0.44, -0.05, 0.98]],
  "mulliken_charge": [-0.205, -0.364, 0.097, -1.175, -0.332, -0.991, -0.075, 0.356, 0.383, 0.308, 0.303, 0.282, 0.342, 0.477, 0.317, 0.366, 0.398, 0.513]
}